Entry 1:
The following is a DFT calculation (ωB97M-V with the def2-TZVPD basis set) of a cluster of 2 separate species, C24H21NO2 in total at a distorted geometry.

Last column: Mulliken charge in e.
CARTESIAN COORDINATES (ANGSTROEM)
C  -1.57137  -0.33955  1.74071  0.83
H  1.64940  2.47468  -0.31487  0.37
C  -3.44350  0.90287  2.68206  -0.72
C  3.17713  -0.43230  -2.39875  -1.08
C  1.83597  -0.47357  -2.02774  -0.37
H  -0.45100  1.39153  -0.24174  0.48
C  4.38276  -0.21888  2.35075  -1.13
H  -3.81036  1.76899  3.23634  0.40
C  3.08083  0.45018  2.70144  -0.23
H  1.25189  -1.37521  -2.22518  0.57
H  -4.51000  -2.01867  1.24124  0.39
C  0.83439  0.34501  2.08863  0.59
C  -3.83756  -1.21661  1.56307  -0.65
N  0.72744  -2.43698  0.06367  -0.83
C  -0.18623  -0.42965  1.38155  0.49
H  3.10053  1.51577  2.42463  0.31
H  3.58374  -1.24887  -2.99966  0.39
C  -2.57179  0.46671  -1.44655  -0.44
C  -4.33268  -0.07941  2.22047  -0.48
H  -2.07592  -2.23573  0.81298  0.37
C  -3.64832  -0.11589  -2.08791  -0.61
C  3.98116  0.64679  -2.01360  -0.37
H  4.35017  -1.29298  2.56924  0.30
H  5.19338  0.22255  2.94076  0.42
C  1.23200  0.61700  -1.34110  1.35
C  -3.43943  -0.93336  -3.21202  -0.44
H  -5.40609  0.02064  2.39111  0.39
C  3.42871  1.68822  -1.25329  -0.77
C  -1.05531  -0.53506  -3.05676  -0.32
H  -0.05381  -0.64161  -3.47794  0.70
H  4.04885  2.53442  -0.94971  0.40
H  -1.36983  1.50753  2.82718  0.53
C  2.08721  1.66849  -0.91110  -0.33
O  0.67914  1.37645  2.73176  -0.72
H  -2.73005  1.11935  -0.58286  0.31
O  2.05172  -0.23073  1.93373  -0.24
C  0.32512  -1.53620  0.70911  -0.03
H  -1.96462  -1.74390  -4.58049  0.38
H  -4.66032  0.07150  -1.72543  0.42
C  -1.22787  0.20275  -1.84523  1.13
H  2.84761  0.34957  3.77563  0.33
C  -2.07946  0.77057  2.45935  -0.49
C  -0.16240  0.67984  -1.02579  -1.49
H  5.02570  0.68382  -2.31989  0.40
H  -4.28700  -1.37693  -3.72940  0.38
H  4.61113  -0.07923  1.28574  0.20
C  -2.47463  -1.35272  1.32496  -0.37
C  -2.13642  -1.13119  -3.68912  -0.73

highest occupied orbital energy	-7.12	eV
gap between HOMO and LUMO	5.1	eV
relative energy (zero: lowest compared OMol25 entry of this formula, charge and spin)	34.72	kcal/mol
strongest force on any atom	0.072	Eh/bohr

***

Entry 2:
The following is a DFT calculation (ωB97M-V with the def2-TZVPD basis set) of an isolated molecule of C6H9N at a distorted geometry.

Last column: Mulliken charge in e.
CARTESIAN COORDINATES (ANGSTROEM)
H  -2.09342  0.45018  1.93487  0.25
H  3.70981  0.27196  -0.72381  0.26
C  -2.74139  0.17317  -0.19433  -0.43
N  -1.65788  -0.71833  0.16812  -0.30
H  2.64816  1.43204  0.06760  0.30
H  -2.63181  0.69721  -1.14254  0.25
C  0.61274  -0.36365  -0.49068  -0.04
C  1.82077  -0.56104  -0.02934  -0.01
H  3.56911  0.27775  1.02798  0.32
H  1.78474  -1.63831  0.14454  0.32
C  -0.60077  -0.78569  -0.76038  -0.37
C  -1.79331  0.52722  0.89393  -0.33
C  2.99410  0.39142  0.09921  -1.03
H  -0.83650  -1.25550  -1.71163  0.34
H  -3.73772  -0.19124  0.03566  0.24
H  -1.04665  1.29283  0.68081  0.22

highest occupied orbital energy	-8.30	eV
gap between HOMO and LUMO	9.3	eV
relative energy (zero: lowest compared OMol25 entry of this formula, charge and spin)	84.29	kcal/mol
strongest force on any atom	0.031	Eh/bohr

***

Entry 3:
The following is a DFT calculation (ωB97M-V with the def2-TZVPD basis set) of the ion C7H15N2S with charge +1 at a distorted geometry.

Last column: Mulliken charge in e.
CARTESIAN COORDINATES (ANGSTROEM)
H  -2.42349  -1.45153  -1.11031  0.32
H  -0.72760  1.71128  -1.15187  0.48
H  0.68734  0.34945  0.64480  0.57
H  -3.05412  0.18467  -1.38794  0.42
H  -2.17057  -1.24584  1.25348  0.41
H  -0.08842  -1.50063  0.40281  0.32
H  3.41081  -0.44643  2.65122  0.23
C  -2.14155  -0.17045  1.09550  -0.99
C  2.91827  -0.62966  0.76756  -0.16
N  -1.41045  0.18707  -0.07393  -0.05
C  -2.10714  -0.34096  -1.26074  -0.77
H  -2.19802  2.16675  -0.07167  0.35
H  -1.64634  0.20564  1.97416  0.41
H  2.12838  -1.39590  0.94390  0.44
C  3.77290  -0.22305  1.63466  -0.54
N  0.55653  -0.44237  -1.24018  -0.18
H  -3.22825  0.09015  1.00497  0.35
H  1.67474  -0.39321  -2.88628  0.39
C  1.68035  -0.38509  -1.80120  -0.07
H  -1.47844  -0.03713  -2.18918  0.33
H  4.59243  0.46994  1.47568  0.29
S  3.17062  -0.23040  -0.94504  -0.13
H  -0.75945  2.32140  0.47462  0.34
C  0.09452  -0.39379  0.03658  -0.84
C  -1.25304  1.60011  -0.24161  -0.90

highest occupied orbital energy	-12.24	eV
gap between HOMO and LUMO	9.5	eV
relative energy (zero: lowest compared OMol25 entry of this formula, charge and spin)	94.84	kcal/mol
strongest force on any atom	0.081	Eh/bohr
net charge	+1

***

Entry 4:
The following is a DFT calculation (ωB97M-V with the def2-TZVPD basis set) of an isolated molecule of C3H5OPS2 at a distorted geometry.

Last column: Mulliken charge in e.
CARTESIAN COORDINATES (ANGSTROEM)
H  0.06195  0.31071  -1.78607  0.40
P  -2.53947  0.32808  -0.42090  0.56
O  -3.50612  0.18040  0.64845  -0.35
S  0.92760  2.20217  -0.03044  -0.31
H  1.08398  -1.08655  -1.69334  0.34
H  0.74700  -1.14419  1.75028  0.29
H  -0.31844  0.45022  1.71370  0.33
C  0.54110  -0.32290  -1.19051  -0.70
S  -0.69757  -1.21600  -0.14139  -0.08
C  0.32604  -0.28176  1.12671  -0.59
C  1.12474  0.44959  0.05120  -0.12
H  2.24919  0.13024  -0.02771  0.23

highest occupied orbital energy (spin up / spin down)	-7.38 / -7.38	eV
gap between HOMO and LUMO (spin up / spin down)	5.3 / 5.3	eV
relative energy (zero: lowest compared OMol25 entry of this formula, charge and spin)	67.97	kcal/mol
strongest force on any atom	0.084	Eh/bohr